1.
47
Properties=species:S:1:pos:R:3 method="wB97M-V/def2-TZVPD" charge=+1 homo_lumo_gap_ev=8.65 de_lowest_kj_mol=6.5 smiles=CC[N+](C)(C)CCN(Cc1ccc(Cl)cc1)c1ccccn1
C -0.086 1.123 3.044
C -0.539 2.178 2.049
N -1.307 1.686 0.864
C -1.471 2.835 -0.053
C -2.651 1.234 1.264
C -0.572 0.624 0.112
C -0.788 -0.851 0.519
N -0.123 -1.710 -0.429
C 1.167 -2.244 -0.040
C 2.145 -1.132 0.251
C 2.543 -0.275 -0.772
C 3.367 0.804 -0.512
C 3.805 1.033 0.786
Cl 4.803 2.403 1.126
C 3.443 0.172 1.811
C 2.614 -0.903 1.538
C -0.699 -1.856 -1.669
C -0.268 -2.780 -2.630
C -0.957 -2.864 -3.821
C -2.056 -2.042 -4.042
C -2.405 -1.162 -3.039
N -1.751 -1.057 -1.890
H 0.359 1.639 3.891
H 0.676 0.475 2.622
H -0.910 0.527 3.424
H 0.344 2.699 1.672
H -1.172 2.907 2.561
H -2.118 2.557 -0.884
H -1.919 3.678 0.471
H -0.505 3.141 -0.449
H -3.219 2.074 1.661
H -2.587 0.465 2.029
H -3.173 0.831 0.399
H -0.914 0.655 -0.927
H 0.492 0.859 0.145
H -0.400 -1.075 1.510
H -1.853 -1.089 0.473
H 1.556 -2.865 -0.845
H 1.044 -2.877 0.847
H 2.198 -0.456 -1.779
H 3.676 1.462 -1.308
H 3.808 0.342 2.811
H 2.343 -1.579 2.337
H 0.571 -3.433 -2.453
H -0.646 -3.573 -4.572
H -2.617 -2.089 -4.960
H -3.249 -0.492 -3.145

---

2.
65
Properties=species:S:1:pos:R:3 method="wB97M-V/def2-TZVPD" charge=+2 multiplicity=8 s2=15.7598 homo_lumo_gap_ev="7.49 / 7.51" de_lowest_kj_mol=1498.5
C -0.514 1.099 3.240
C -0.543 2.316 2.095
O 0.543 2.210 1.108
C 0.104 2.689 -0.235
C 1.400 2.554 -1.228
C 1.626 1.074 -1.892
C 0.503 0.702 -3.075
C 0.681 1.670 -4.424
O 0.199 2.911 -4.532
O 2.823 1.333 -2.761
S 3.417 -0.205 -3.309
O 2.940 -0.731 -4.684
O 4.976 0.010 -3.268
O 2.819 -1.047 -1.910
C 2.117 -0.184 -0.904
C 0.725 -0.711 -0.233
C 0.331 -2.272 -0.529
C -1.284 -2.468 -0.923
F -1.519 -1.599 -2.086
F -1.371 -3.890 -1.428
C -2.302 -2.340 0.332
F -1.477 -2.112 1.551
F -2.943 -3.694 0.531
C -3.515 -1.204 0.143
F -2.801 0.077 -0.054
F -4.256 -1.677 -1.089
C -4.628 -1.226 1.337
F -5.536 -2.396 1.028
F -4.090 -1.517 2.701
S -5.724 0.263 1.502
F -5.649 0.708 -0.140
F -7.105 -0.738 1.146
F -5.945 -0.135 3.190
F -4.473 1.318 1.998
F -6.829 1.560 1.744
C 3.373 0.300 0.028
C 3.769 -0.701 1.260
C 2.994 -0.333 2.696
C 3.653 -2.302 0.937
H -1.510 1.141 3.867
H -0.412 0.030 2.763
H 0.394 1.220 3.997
H -1.595 2.287 1.565
H -0.374 3.330 2.695
H -0.826 2.031 -0.580
H -0.318 3.798 -0.164
H 2.330 2.984 -0.660
H 1.200 3.300 -2.138
H 0.480 -0.438 -3.341
H -0.550 0.986 -2.606
H 1.304 1.268 -5.359
H 0.838 -0.616 0.952
H -0.231 -0.064 -0.496
H 0.909 -2.755 -1.455
H 0.641 -2.959 0.397
H 3.231 1.382 0.513
H 4.354 0.407 -0.644
H 4.922 -0.495 1.496
H 3.735 -0.526 3.581
H 2.082 -1.093 2.778
H 2.621 0.781 2.658
H 2.604 -2.692 1.305
H 3.934 -2.618 -0.154
H 4.451 -2.841 1.643
Eu -0.705 2.840 -2.477

---

3.
49
Properties=species:S:1:pos:R:3 method="wB97M-V/def2-TZVPD" charge=0 homo_lumo_gap_ev=8.54 de_lowest_kj_mol=0.0 smiles="CCOC(=O)CNC(=S)N(Cc1ccccc1F)C1CCCCC1"
C 1.204 -5.417 5.309
C 0.509 -4.163 4.814
O 1.115 -3.772 3.576
C 0.731 -2.612 3.063
O -0.078 -1.873 3.567
C 1.432 -2.319 1.755
N 1.037 -1.010 1.309
C 1.273 -0.605 0.038
S 2.184 -1.586 -0.948
N 0.825 0.612 -0.361
C 0.111 1.520 0.515
C -1.359 1.650 0.192
C -1.925 2.889 -0.080
C -3.267 3.016 -0.392
C -4.079 1.895 -0.441
C -3.546 0.649 -0.165
C -2.204 0.546 0.149
F -1.709 -0.679 0.425
C 1.022 1.001 -1.755
C 1.332 2.482 -1.953
C 1.701 2.716 -3.417
C 0.549 2.303 -4.329
C 0.186 0.838 -4.101
C -0.165 0.598 -2.637
H 0.755 -5.737 6.244
H 2.261 -5.221 5.469
H 1.106 -6.211 4.575
H 0.608 -3.339 5.530
H -0.558 -4.339 4.641
H 1.172 -3.093 1.019
H 2.518 -2.369 1.896
H 0.230 -0.671 1.820
H 0.231 1.195 1.551
H 0.574 2.508 0.441
H -1.301 3.770 -0.043
H -3.679 3.991 -0.601
H -5.125 1.989 -0.689
H -4.152 -0.243 -0.187
H 1.894 0.430 -2.093
H 2.162 2.783 -1.310
H 0.458 3.093 -1.716
H 2.589 2.132 -3.665
H 1.938 3.771 -3.571
H 0.829 2.458 -5.372
H -0.322 2.928 -4.119
H 1.032 0.205 -4.375
H -0.660 0.561 -4.734
H -0.389 -0.458 -2.473
H -1.048 1.184 -2.371

---

4.
47
Properties=species:S:1:pos:R:3 method="wB97M-V/def2-TZVPD" charge=+2 multiplicity=2 s2=0.8234 homo_lumo_gap_ev="6.62 / 6.96" de_lowest_kj_mol=201.1
Ir 0.067 0.338 -0.137
C 1.835 0.008 2.645
N 1.263 1.126 1.910
C 2.284 2.119 1.597
C 0.136 1.746 2.619
C -0.717 2.572 1.683
C -1.198 3.816 2.054
C -2.001 4.543 1.185
C -2.329 4.029 -0.063
C -1.859 2.784 -0.442
C -1.039 2.042 0.413
H 2.228 0.333 3.614
H 2.661 -0.425 2.083
H 1.086 -0.760 2.824
H 2.744 2.495 2.520
H 1.843 2.962 1.069
H 3.073 1.682 0.987
H 0.505 2.368 3.444
H -0.490 0.956 3.047
H -0.942 4.232 3.019
H -2.376 5.510 1.480
H -2.949 4.596 -0.739
H -2.147 2.394 -1.407
C 1.655 0.780 -1.891
C 0.934 -0.342 -2.370
C 1.516 -1.653 -2.392
C 0.831 -2.716 -2.922
C -0.463 -2.552 -3.425
C -1.048 -1.280 -3.448
C -0.382 -0.193 -2.937
H 1.350 1.778 -2.192
H 2.703 0.658 -1.662
H 2.516 -1.784 -2.006
H 1.297 -3.688 -2.959
H -1.010 -3.404 -3.798
H -2.023 -1.156 -3.895
H -0.799 0.802 -3.046
C 0.284 -4.361 0.719
S -0.784 -2.928 1.068
C -2.201 -3.366 0.011
O -0.090 -1.811 0.291
H -0.180 -5.243 1.149
H 1.242 -4.186 1.202
H 0.423 -4.483 -0.351
H -2.633 -4.291 0.381
H -1.881 -3.477 -1.021
H -2.936 -2.570 0.092

---

5.
50
Properties=species:S:1:pos:R:3 method="wB97M-V/def2-TZVPD" charge=+4 multiplicity=4 s2=4.1910 homo_lumo_gap_ev="6.85 / 6.83"
N 0.974 1.599 -0.436
C 0.928 2.754 -0.297
C 0.969 4.183 -0.155
H -0.050 4.594 -0.191
H 1.560 4.610 -0.980
H 1.437 4.453 0.803
N 2.359 -1.416 -0.809
C 3.318 -2.067 -0.829
C 4.504 -2.874 -0.811
H 5.225 -2.468 -1.535
H 4.244 -3.904 -1.091
H 4.947 -2.867 0.193
N -1.105 -1.354 -0.437
C -2.170 -1.796 -0.296
C -3.453 -2.430 -0.137
H -3.386 -3.216 0.627
H -3.763 -2.876 -1.096
H -4.200 -1.684 0.169
Mn 0.623 -0.354 -1.238
C 0.832 -2.251 1.528
O 0.859 -3.265 2.058
C 2.209 0.120 1.681
O 3.089 0.775 1.992
C 1.092 1.002 -3.217
C -0.301 1.066 -3.076
C -1.062 -0.110 -3.074
C -0.432 -1.358 -3.207
C 0.967 -1.430 -3.280
C 1.733 -0.246 -3.296
H 1.693 1.912 -3.268
H -0.800 2.035 -2.993
H -2.149 -0.050 -2.992
H -1.018 -2.279 -3.254
H 1.455 -2.403 -3.371
H 2.817 -0.291 -3.403
C -3.133 1.877 1.960
C -1.728 1.773 1.401
O -0.901 0.703 1.871
C -1.256 -0.073 3.021
C -0.189 0.058 4.091
H -3.735 1.000 1.698
H -3.611 2.751 1.514
H -3.120 2.042 3.043
H -1.755 1.643 0.310
H -1.179 2.703 1.611
H -2.241 0.223 3.410
H -1.334 -1.117 2.679
H -0.087 1.098 4.417
H -0.466 -0.533 4.973
H 0.788 -0.263 3.721

---

6.
48
Properties=species:S:1:pos:R:3 method="wB97M-V/def2-TZVPD" charge=+1 homo_lumo_gap_ev=5.02
C -3.113 -2.530 0.493
C -2.266 -1.306 0.103
C -2.296 -1.214 -1.428
C -2.800 -0.094 0.865
C -0.839 -1.455 0.658
C -0.289 -2.829 0.418
C 1.140 -2.941 0.844
N 1.863 -1.691 0.677
C 3.258 -1.672 0.799
C 3.807 -0.431 0.468
C 5.198 -0.309 0.322
C 5.966 -1.483 0.371
C 5.380 -2.737 0.634
C 4.017 -2.831 0.929
S 2.527 0.716 0.095
C 1.273 -0.513 0.328
N -0.007 -0.331 0.172
H -3.071 -2.713 1.575
H -4.167 -2.398 0.213
H -2.763 -3.437 -0.016
H -1.523 -0.551 -1.840
H -2.141 -2.209 -1.886
H -3.284 -0.873 -1.785
H -2.046 0.702 0.925
H -3.715 0.342 0.441
H -3.005 -0.398 1.906
H -0.966 -1.370 1.750
H -0.892 -3.535 0.995
H -0.422 -3.083 -0.624
H 1.191 -3.241 1.906
H 1.617 -3.719 0.239
H 5.642 0.677 0.148
H 7.042 -1.430 0.178
H 5.974 -3.649 0.590
H 3.551 -3.786 1.165
C -1.703 5.612 -0.989
C -2.766 4.689 -0.418
S -2.173 3.178 0.410
C -0.909 2.554 -0.516
S 0.244 3.504 -1.295
C -0.681 4.956 -1.904
H -2.200 6.428 -1.540
H -1.178 6.073 -0.155
H -3.314 5.218 0.379
H -3.470 4.333 -1.178
H -0.695 1.493 -0.463
H -1.117 4.605 -2.848
H 0.122 5.680 -2.112

---

7.
50
Properties=species:S:1:pos:R:3 method="wB97M-V/def2-TZVPD" charge=+4 multiplicity=3 s2=2.1056 homo_lumo_gap_ev="5.80 / 2.67"
N 2.675 -2.818 -0.045
C 2.430 -3.608 -0.856
C 2.102 -4.587 -1.871
H 2.942 -5.267 -2.033
H 1.869 -4.072 -2.810
H 1.254 -5.197 -1.542
N -3.652 -0.334 -3.047
C -4.389 0.585 -2.923
C -5.527 1.618 -2.930
H -5.971 1.589 -3.944
H -5.234 2.691 -2.695
H -6.323 1.302 -2.227
N 2.425 0.991 1.429
C 2.633 1.385 2.495
C 3.122 1.837 3.753
H 2.327 2.090 4.450
H 3.737 2.717 3.582
H 3.734 1.035 4.155
W 0.780 1.541 -1.689
C -0.459 2.020 -0.239
O -1.012 2.593 0.637
C 0.009 -0.210 -0.764
O -0.321 -1.036 0.022
C 1.193 0.261 -3.334
C 2.352 0.496 -2.556
C 2.722 1.811 -2.174
C 1.908 2.929 -2.572
C 0.734 2.671 -3.368
C 0.377 1.344 -3.713
H 0.865 -0.780 -3.548
H 2.839 -0.360 -2.066
H 3.352 1.919 -1.286
H 2.114 3.921 -2.194
H 0.015 3.477 -3.537
H -0.677 1.148 -4.037
C -0.984 -1.572 3.850
C 0.266 -0.767 4.141
O 1.141 -0.675 3.039
C 1.845 -1.833 2.599
C 3.129 -2.039 3.378
H -1.504 -1.186 2.968
H -1.645 -1.505 4.716
H -0.745 -2.625 3.679
H -0.001 0.282 4.321
H 0.804 -1.186 5.011
H 1.207 -2.739 2.629
H 2.077 -1.643 1.537
H 2.896 -2.243 4.441
H 3.642 -2.900 2.931
H 3.795 -1.156 3.308

---

8.
52
Properties=species:S:1:pos:R:3 method="wB97M-V/def2-TZVPD" charge=0 homo_lumo_gap_ev=8.37 de_lowest_kj_mol=77.4 smiles="CNC(=O)[C@H](Cc1c[nH]c2ccccc12)NC(C)=O.O=C(CO)[C@@H](O)CO"
C -5.329 3.297 -0.798
N -4.028 3.561 -0.187
C -3.144 2.608 0.139
O -3.391 1.419 -0.019
C -1.854 3.088 0.833
C -0.825 2.000 1.193
C -0.191 1.278 0.040
C 0.774 1.778 -0.766
N 1.139 0.829 -1.702
C 0.423 -0.338 -1.545
C 0.441 -1.564 -2.225
C -0.417 -2.592 -1.799
C -1.284 -2.374 -0.713
C -1.300 -1.132 -0.046
C -0.444 -0.081 -0.441
N -2.110 3.966 1.991
C -2.894 3.774 3.055
C -3.679 2.491 3.250
O -2.986 4.661 3.889
H -5.865 2.544 -0.215
H -5.188 2.914 -1.811
H -5.925 4.210 -0.835
H -3.792 4.515 0.034
H -1.364 3.709 0.085
H -1.292 1.258 1.838
H -0.021 2.461 1.769
H 1.207 2.766 -0.674
H 1.865 0.969 -2.390
H 1.099 -1.706 -3.069
H -0.423 -3.544 -2.311
H -1.953 -3.161 -0.392
H -1.985 -0.968 0.772
H -1.621 4.847 2.012
H -3.017 1.632 3.189
H -4.460 2.413 2.498
H -4.139 2.510 4.237
O 6.032 -3.639 -1.481
C 4.819 -3.571 -1.282
C 3.914 -3.019 -2.391
O 4.458 -1.826 -2.987
C 4.246 -4.095 0.046
O 5.296 -4.600 0.906
C 3.503 -2.981 0.787
O 3.205 -3.468 2.092
H 3.793 -3.792 -3.157
H 2.922 -2.802 -1.987
H 5.405 -1.956 -3.192
H 3.542 -4.904 -0.177
H 6.137 -4.632 0.402
H 4.139 -2.092 0.860
H 2.579 -2.700 0.270
H 3.987 -3.964 2.406

---

DFT total energy (computed, a.u.): -1325.13063, -3955.94960, -1458.98214, -1332.69183, -2240.08266, -2004.70693, -1155.91068, -1316.62383